Record 1
86
Properties=species:S:1:pos:R:3:forces:R:3 method="wB97M-V/def2-TZVPD" e_tot_ev=-158533.2341 total_charge=-1 homo_ev="-2.5 / -4.7" multiplicity=3 gap_ha="0.1663 / 0.2200" de_lowest_ev=0.3370
Pt 0.628 0.569 -0.141 -1.428 -1.084 -2.463
S -1.583 2.652 -0.780 0.265 0.148 0.654
C -0.638 2.968 0.584 0.872 -0.305 0.438
N 0.366 2.152 0.979 0.372 1.485 1.288
C 0.981 2.452 2.201 -1.087 1.762 0.319
C 1.969 1.808 2.978 -0.663 -1.855 -0.823
C 2.222 2.211 4.276 -1.926 2.049 -0.078
C 1.561 3.373 4.807 0.712 -0.725 -1.245
C 0.790 4.174 3.972 -0.617 -0.765 0.179
C 0.403 3.644 2.730 1.412 0.134 0.651
S -0.774 4.351 1.706 -0.148 -0.623 -1.096
H 2.312 0.783 2.664 -0.126 1.310 0.150
H 2.799 1.618 4.927 0.710 -0.663 0.546
H 1.584 3.606 5.853 0.518 0.168 0.327
H 0.343 5.103 4.349 0.107 -0.469 -0.182
C -4.759 -3.938 0.469 -1.461 0.480 0.234
C -3.711 -2.884 0.581 1.076 1.226 -0.886
C -3.237 -2.485 1.809 -1.492 -1.316 1.490
C -2.348 -1.476 2.024 1.876 0.445 -1.510
C -2.009 -0.986 3.386 1.110 -1.096 1.864
O -1.501 -1.710 4.273 -1.240 1.163 -1.974
C -2.292 0.448 3.693 0.401 -0.148 0.638
C -1.875 0.954 4.943 0.766 0.407 -0.982
C -1.999 2.298 5.240 -0.259 -0.011 0.240
C -2.697 3.123 4.322 0.901 0.112 1.863
C -3.111 2.614 3.142 -1.298 0.128 -1.839
C -2.899 1.286 2.787 -1.076 -0.305 -0.178
C -1.552 -1.056 0.912 -0.915 -0.540 0.397
O -0.560 -0.243 1.227 0.525 -0.265 0.093
C -1.870 -1.577 -0.404 0.138 0.549 -0.145
C -3.095 -2.264 -0.544 -0.616 -1.107 1.063
C -0.970 -1.452 -1.548 -1.796 -0.796 0.289
N 0.279 -1.040 -1.370 2.937 1.159 -0.298
C 1.359 -1.696 -2.181 -0.526 0.653 0.516
C 2.822 -1.233 -1.944 -0.158 0.763 0.047
Te 3.222 -0.175 -0.086 -0.470 -2.071 0.657
C 3.064 -2.213 0.778 0.523 -0.394 1.307
C 1.802 -2.752 1.132 1.406 1.697 -1.580
C 1.704 -4.112 1.295 -0.284 -1.506 1.037
C 2.809 -4.974 1.345 0.318 0.990 -0.597
C 4.061 -4.380 1.167 0.255 -1.004 0.182
C 4.218 -3.045 0.945 -0.888 2.954 -1.404
C -1.415 -1.981 -2.868 -0.507 -0.966 0.534
C -1.919 -3.321 -2.990 1.055 0.448 -0.584
C -2.231 -3.783 -4.257 -0.971 -0.724 0.960
C -2.256 -2.974 -5.365 0.284 -0.061 -0.834
C -1.712 -1.711 -5.282 0.374 0.789 -0.596
C -1.330 -1.222 -4.046 0.957 1.455 0.608
H -5.636 -3.519 -0.058 0.280 -0.263 -0.134
H -5.204 -4.270 1.441 0.830 0.209 -0.610
H -4.397 -4.783 -0.095 -0.016 -0.475 -0.128
H -3.625 -3.010 2.689 -0.070 0.280 -0.091
H -1.255 0.319 5.549 -0.147 -0.293 0.351
H -1.534 2.636 6.192 -0.637 0.121 -0.860
H -2.919 4.159 4.538 0.205 0.109 0.147
H -3.675 3.263 2.442 0.487 -0.468 0.458
H -3.383 0.874 1.889 0.684 0.304 0.215
H -3.493 -2.493 -1.532 0.207 0.103 0.289
H 1.146 -1.597 -3.273 0.158 -0.304 0.705
H 1.268 -2.727 -1.831 0.336 -0.297 -0.623
H 3.182 -0.466 -2.661 -0.314 -0.835 0.065
H 3.502 -2.099 -1.850 -0.289 0.527 -0.411
H 0.982 -2.035 1.060 -0.264 -0.697 0.279
H 0.741 -4.555 1.487 -0.365 0.061 -0.059
H 2.737 -6.063 1.435 -0.218 0.547 0.091
H 4.971 -4.948 1.126 0.179 -0.571 0.257
H 5.188 -2.554 0.722 -0.518 -0.785 0.307
H -1.980 -4.071 -2.185 0.239 0.897 -0.138
H -2.558 -4.816 -4.338 -0.074 0.081 -0.104
H -2.668 -3.364 -6.281 0.219 -0.026 -0.309
H -1.482 -1.090 -6.176 -0.666 -0.496 0.659
H -0.931 -0.163 -3.986 -0.406 -1.396 0.080
Br 0.863 5.635 -1.548 0.691 -0.670 -0.374
C 1.897 4.766 -2.947 0.022 0.249 -0.010
C 2.163 5.601 -4.040 0.035 0.659 0.123
C 2.772 5.083 -5.191 -0.109 0.162 1.260
C 3.130 3.741 -5.165 -0.195 -0.695 -0.883
C 2.849 2.876 -4.095 0.743 0.989 0.750
C 2.306 3.412 -2.901 -0.094 1.166 -0.838
C 2.171 2.628 -1.632 -0.949 -1.383 1.057
O 2.640 2.932 -0.538 0.328 0.519 -1.166
O 1.447 1.549 -1.816 0.450 0.317 0.082
H 1.956 6.698 -3.912 -0.010 -1.328 -0.397
H 3.014 5.739 -6.029 -0.070 -0.316 0.223
H 3.610 3.355 -6.073 -0.130 -0.114 0.472
H 3.250 1.853 -4.107 -0.473 0.433 -0.012

---

Record 2
85
Properties=species:S:1:pos:R:3:forces:R:3 method="wB97M-V/def2-TZVPD" e_tot_ev=-99592.2679 total_charge=+1 homo_ev=-9.9 gap_ha=0.2220 de_lowest_ev=2.3956
Cd 1.042 1.718 0.874 0.587 0.248 -0.032
O -2.278 -2.504 -1.217 1.565 0.774 1.141
S -1.286 -1.757 -0.331 -0.538 -0.824 -1.063
C -0.320 -3.069 0.604 -0.964 -2.323 -0.232
C -0.444 -3.163 1.970 -0.344 1.451 1.367
C -0.399 -4.353 2.729 0.393 1.175 0.657
C -0.255 -5.568 2.092 -0.922 0.972 -0.424
C -0.038 -5.528 0.724 0.454 1.538 -0.277
C 0.058 -4.320 -0.014 -0.081 0.330 0.387
P 1.137 -4.618 -1.463 -0.470 -1.045 -0.465
C 2.070 -3.129 -1.738 0.475 2.139 0.952
C 2.548 -2.352 -0.624 -0.244 -0.908 -0.741
C 3.339 -1.236 -0.829 -0.894 -0.420 -1.031
C 3.481 -0.697 -2.114 -1.373 -0.958 0.167
C 3.055 -1.461 -3.195 0.353 -0.371 -0.208
C 2.442 -2.707 -3.022 0.321 -0.223 0.486
C 0.078 -4.709 -2.934 0.331 -0.648 -0.267
C -0.544 -3.642 -3.569 0.056 0.109 0.322
C -1.142 -3.817 -4.818 0.263 1.048 -0.033
C -1.127 -5.038 -5.490 0.369 -0.502 0.467
C -0.516 -6.112 -4.819 -0.666 0.924 1.020
C 0.063 -5.965 -3.544 -0.292 0.311 -1.155
C -2.356 -1.153 1.015 0.187 -1.751 -0.359
C -3.323 -2.105 1.474 1.107 3.542 0.388
C -4.215 -1.625 2.417 -1.848 -1.814 0.084
C -4.090 -0.388 3.023 0.032 0.602 0.983
C -3.042 0.422 2.649 1.203 0.934 -0.099
C -2.226 0.122 1.517 -1.167 0.324 1.897
P -1.473 1.547 0.670 -0.444 -1.099 -1.141
C -2.329 1.305 -0.937 -0.640 0.801 0.556
C -1.558 1.334 -2.057 0.780 0.043 -1.508
C -2.172 1.340 -3.312 -0.693 0.697 0.319
C -3.583 1.418 -3.401 1.564 -0.543 -2.586
C -4.370 1.274 -2.295 -0.198 1.316 0.571
C -3.753 1.331 -1.059 0.807 -1.604 1.100
C -2.026 3.171 1.184 -1.173 1.187 1.124
C -1.459 3.804 2.325 -0.140 0.278 -0.662
C -1.604 5.191 2.537 0.232 -1.757 -0.307
C -2.501 5.922 1.749 0.917 0.137 1.125
C -3.268 5.248 0.829 -1.043 -0.524 -1.236
C -3.020 3.894 0.476 0.387 0.594 0.317
H -0.608 -2.182 2.484 -0.101 -1.134 -0.028
H -0.474 -4.235 3.830 -0.037 -0.349 -0.900
H -0.413 -6.490 2.598 0.216 -0.605 0.411
H 0.180 -6.420 0.178 0.228 -0.499 -0.152
H 2.284 -2.627 0.406 0.341 -0.150 -0.493
H 3.838 -0.813 -0.010 0.319 0.962 1.165
H 3.597 0.352 -2.224 1.266 0.706 -0.244
H 3.284 -1.130 -4.204 -0.270 0.113 0.098
H 2.275 -3.382 -3.864 -0.193 0.469 0.087
H -0.513 -2.677 -3.029 -0.252 -0.494 -0.828
H -1.529 -2.903 -5.270 -0.212 -0.403 -0.130
H -1.566 -5.176 -6.499 0.306 0.199 0.896
H -0.627 -7.104 -5.153 0.176 -0.979 -0.888
H 0.544 -6.835 -3.098 -0.114 0.287 0.061
H -3.295 -3.037 1.003 -0.401 -1.414 -0.421
H -5.098 -2.245 2.732 1.110 0.468 -0.387
H -4.790 -0.071 3.837 0.837 -0.420 -0.850
H -2.694 1.284 3.247 -0.986 -0.152 -0.438
H -0.456 1.411 -2.008 -0.663 -0.232 -0.007
H -1.515 1.434 -4.165 -0.311 -0.106 -0.261
H -4.062 1.535 -4.415 0.643 -0.227 1.221
H -5.440 1.388 -2.454 0.095 -0.411 0.534
H -4.325 1.196 -0.144 -0.118 0.312 -0.114
H -0.933 3.191 3.063 0.368 0.314 -0.324
H -0.948 5.577 3.307 -0.451 0.518 0.050
H -2.563 6.999 1.950 -0.326 -0.488 -0.342
H -4.108 5.780 0.324 0.912 -0.479 0.278
H -3.583 3.439 -0.356 0.480 0.480 0.647
O 3.039 5.389 0.148 0.290 -1.298 0.453
S 3.908 4.236 0.286 0.167 1.092 -1.168
O 4.784 3.940 -0.804 -0.191 -0.285 -0.005
N 3.069 2.837 0.728 -1.179 -0.209 1.409
C 3.216 2.590 2.060 -0.011 -0.539 -0.347
O 2.521 1.722 2.684 -0.070 0.837 -1.452
C 4.252 3.410 2.681 1.860 0.940 -0.609
C 4.759 3.341 3.970 -1.552 -1.141 1.361
C 5.663 4.252 4.465 1.118 1.044 0.538
C 6.121 5.292 3.618 -0.361 -0.983 1.230
C 5.719 5.301 2.300 -0.623 0.169 -1.549
C 4.824 4.328 1.775 -0.246 0.341 2.744
H 4.259 2.612 4.638 0.645 0.373 -0.351
H 6.059 4.266 5.529 -0.865 -0.364 -1.471
H 6.726 6.071 4.109 -0.193 -0.338 -0.860
H 6.025 6.126 1.671 0.096 -0.083 -0.170